(1)
Molecular formula: H3NOP
Method: DFT, wB97M-V/def2-TZVPD

Geometry as XYZ:
```
6
H3NOP (wB97M-V/def2-TZVPD)
N 1.802 0.154 -0.239
O 0.451 -0.437 -0.194
P -0.870 0.426 -0.126
H 1.786 0.744 0.582
H -1.317 -0.492 0.992
H -1.852 -0.394 -1.014
```

Properties
E_HOMO (alpha / beta) (eV): 1.07 / -4.80
<S²>: 2.006
2S+1: 3
Energy relative to the best compared isomer or geometry (same formula, charge and spin) (kcal per mole): 0.0
Gap between HOMO and LUMO (alpha / beta) (Eh): 0.1555 / 0.3094
Charge: -1
Strongest force on any atom (eV/Å): 5.6


(2)
Molecular formula: H3NOP2
Method: DFT, wB97M-V/def2-TZVPD

Geometry as XYZ:
```
7
H3NOP2 (wB97M-V/def2-TZVPD)
O 1.780 0.919 0.493
N 1.993 -0.142 0.050
P 0.285 -1.078 -0.194
P -0.897 0.800 -0.029
H 0.152 -1.471 -1.578
H -2.067 0.042 -0.090
H -1.247 0.930 1.348
```

Properties
E_HOMO (alpha / beta) (eV): -8.75 / -8.75
Energy relative to the best compared isomer or geometry (same formula, charge and spin) (kcal per mole): 9.7
SMILES string: O=N[PH]#[PH2]
Gap between HOMO and LUMO (alpha / beta) (Eh): 0.3081 / 0.3081
Strongest force on any atom (eV/Å): 1.7


(3)
Molecular formula: H3NOP2
Method: DFT, wB97M-V/def2-TZVPD

Geometry as XYZ:
```
7
H3NOP2 (wB97M-V/def2-TZVPD)
N -2.264 -0.244 0.112
O -3.069 0.530 -0.287
P -0.707 -0.411 -0.222
P 1.960 0.005 -0.435
H -0.462 -1.448 0.542
H 2.119 0.148 0.849
H 2.423 1.421 -0.559
```

Properties
E_HOMO (alpha / beta) (eV): -9.10 / -8.25
Energy relative to the best compared isomer or geometry (same formula, charge and spin) (kcal per mole): 47.7
Gap between HOMO and LUMO (alpha / beta) (Eh): 0.2782 / 0.2672
Strongest force on any atom (eV/Å): 3.4


(4)
Molecular formula: H3NOPS
Method: DFT, wB97M-V/def2-TZVPD

Geometry as XYZ:
```
7
H3NOPS (wB97M-V/def2-TZVPD)
N -1.022 1.704 -2.062
O -1.766 2.557 -1.538
P 0.318 -1.244 1.448
S 1.179 -0.207 0.006
H -0.620 0.926 -1.347
H 1.246 -1.182 2.308
H 0.666 -2.555 1.185
```

Properties
E_HOMO (alpha / beta) (eV): -2.70 / -2.70
Energy relative to the best compared isomer or geometry (same formula, charge and spin) (kcal per mole): 63.7
Gap between HOMO and LUMO (alpha / beta) (Eh): 0.2210 / 0.2209
Charge: -1
Strongest force on any atom (eV/Å): 4.8


(5)
Molecular formula: H3NOS
Method: DFT, wB97M-V/def2-TZVPD

Geometry as XYZ:
```
6
H3NOS (wB97M-V/def2-TZVPD)
N -0.790 -0.381 0.103
S 0.841 0.000 0.656
O 1.257 1.097 -0.523
H -1.614 0.220 0.580
H -1.059 -1.349 0.369
H 1.365 0.414 -1.185
```

Properties
E_HOMO (eV): -8.81
Energy relative to the best compared isomer or geometry (same formula, charge and spin) (kcal per mole): 7.4
SMILES string: NSO
Gap between HOMO and LUMO (Eh): 0.3512
Strongest force on any atom (eV/Å): 3.3


(6)
Molecular formula: H3NOSSi
Method: DFT, wB97M-V/def2-TZVPD

Geometry as XYZ:
```
7
H3NOSSi (wB97M-V/def2-TZVPD)
N 2.219 0.818 0.231
O -2.103 0.750 -0.011
Si 1.191 -0.349 -0.153
S -1.161 -0.588 0.410
H 1.090 -1.697 0.533
H 0.838 -0.454 -1.586
H -2.074 1.520 0.576
```

Properties
E_HOMO (alpha / beta) (eV): -9.84 / -9.47
Energy relative to the best compared isomer or geometry (same formula, charge and spin) (kcal per mole): 102.8
Gap between HOMO and LUMO (alpha / beta) (Eh): 0.2892 / 0.2160
Strongest force on any atom (eV/Å): 4.7


(7)
Molecular formula: H3NP2
Method: DFT, wB97M-V/def2-TZVPD

Geometry as XYZ:
```
6
H3NP2 (wB97M-V/def2-TZVPD)
N -0.320 -0.329 -1.207
P -0.169 1.175 -1.412
P 0.531 -0.079 1.599
H -0.911 1.410 -2.491
H 1.481 -1.257 1.636
H -0.613 -0.919 1.875
```

Properties
E_HOMO (alpha / beta) (eV): -9.56 / -8.51
Energy relative to the best compared isomer or geometry (same formula, charge and spin) (kcal per mole): 66.3
Gap between HOMO and LUMO (alpha / beta) (Eh): 0.3133 / 0.2693
Strongest force on any atom (eV/Å): 3.2


(8)
Molecular formula: H3O3PS
Method: DFT, wB97M-V/def2-TZVPD

Geometry as XYZ:
```
8
H3O3PS (wB97M-V/def2-TZVPD)
O 1.279 -0.619 -0.161
P -0.066 0.265 -0.198
O 0.228 1.305 0.949
O -1.107 -0.770 0.542
S -0.464 1.102 -1.918
H 1.413 -1.108 -0.969
H 0.564 0.884 1.743
H -1.848 -1.060 0.011
```

Properties
E_HOMO (eV): -9.42
Energy relative to the best compared isomer or geometry (same formula, charge and spin) (kcal per mole): 0.0
SMILES string: OP(O)(O)=S
Gap between HOMO and LUMO (Eh): 0.3596
Strongest force on any atom (eV/Å): 1.6


(9)
Molecular formula: H3O4P
Method: DFT, wB97M-V/def2-TZVPD

Geometry as XYZ:
```
8
H3O4P (wB97M-V/def2-TZVPD)
O -1.626 -0.905 -0.767
O 1.924 -0.544 -0.294
O -1.261 -0.064 0.334
O 1.670 0.539 0.524
P -0.656 1.359 0.016
H -1.509 -1.797 -0.284
H 2.589 -0.247 -0.899
H -1.129 1.659 1.371
```

Properties
E_HOMO (alpha / beta) (eV): -9.58 / -7.97
Energy relative to the best compared isomer or geometry (same formula, charge and spin) (kcal per mole): 148.9
Gap between HOMO and LUMO (alpha / beta) (Eh): 0.3275 / 0.2636
Strongest force on any atom (eV/Å): 2.2


(10)
Molecular formula: H3O4PS
Method: DFT, wB97M-V/def2-TZVPD

Geometry as XYZ:
```
9
H3O4PS (wB97M-V/def2-TZVPD)
O -2.612 0.749 0.533
O 1.397 -0.538 1.164
O 1.385 -0.560 -1.311
O 1.100 1.714 -0.050
P 0.795 0.291 -0.056
S -2.041 -0.383 -0.510
H 1.450 -1.471 0.940
H 1.080 -0.244 -2.160
H -2.554 0.443 1.450
```

Properties
E_HOMO (alpha / beta) (eV): -9.09 / -9.10
Energy relative to the best compared isomer or geometry (same formula, charge and spin) (kcal per mole): 36.5
Gap between HOMO and LUMO (alpha / beta) (Eh): 0.2761 / 0.2767
Strongest force on any atom (eV/Å): 3.0


(11)
Molecular formula: H3OPS
Method: DFT, wB97M-V/def2-TZVPD

Geometry as XYZ:
```
6
H3OPS (wB97M-V/def2-TZVPD)
O -1.042 -0.192 -1.169
P -0.352 -0.288 0.344
S 1.406 -0.798 -0.406
H -1.966 -0.114 -1.224
H 0.200 2.045 1.556
H 1.754 -0.654 0.899
```

Properties
E_HOMO (alpha / beta) (eV): -7.34 / -9.38
Energy relative to the best compared isomer or geometry (same formula, charge and spin) (kcal per mole): 76.4
Gap between HOMO and LUMO (alpha / beta) (Eh): 0.2554 / 0.3343
Strongest force on any atom (eV/Å): 2.6


(12)
Molecular formula: H3OPS2
Method: DFT, wB97M-V/def2-TZVPD

Geometry as XYZ:
```
7
H3OPS2 (wB97M-V/def2-TZVPD)
O 0.100 1.548 0.496
P -0.027 0.082 -0.216
S -1.861 -0.434 -0.707
S 0.617 -1.535 1.051
H 0.468 2.282 0.008
H 1.009 0.367 -1.073
H -0.589 -2.112 0.616
```

Properties
E_HOMO (eV): -9.09
Energy relative to the best compared isomer or geometry (same formula, charge and spin) (kcal per mole): 14.7
SMILES string: O[P@H](=S)S
Gap between HOMO and LUMO (Eh): 0.3438
Strongest force on any atom (eV/Å): 1.8


(13)
Molecular formula: H3OPS2
Method: DFT, wB97M-V/def2-TZVPD

Geometry as XYZ:
```
7
H3OPS2 (wB97M-V/def2-TZVPD)
O -1.402 -0.920 -0.524
P -0.205 -0.002 0.007
S 0.561 0.849 2.111
S -1.681 -1.404 -2.252
H 0.008 0.988 -0.869
H 0.893 -0.698 -0.303
H 1.824 1.188 1.830
```

Properties
E_HOMO (alpha / beta) (eV): -8.84 / -7.65
Energy relative to the best compared isomer or geometry (same formula, charge and spin) (kcal per mole): 119.2
Gap between HOMO and LUMO (alpha / beta) (Eh): 0.2485 / 0.1795
Strongest force on any atom (eV/Å): 1.9


(14)
Molecular formula: H3OPS3
Method: DFT, wB97M-V/def2-TZVPD

Geometry as XYZ:
```
8
H3OPS3 (wB97M-V/def2-TZVPD)
O 0.737 0.085 -0.453
P -1.712 -2.155 2.119
S -1.717 -0.274 2.695
S -0.990 -2.509 0.245
S -2.076 -3.694 3.049
H 1.569 0.479 -0.653
H -1.080 -1.227 -0.170
H 0.608 -0.110 0.561
```

Properties
E_HOMO (eV): -9.63
Energy relative to the best compared isomer or geometry (same formula, charge and spin) (kcal per mole): 0.8
Gap between HOMO and LUMO (Eh): 0.3165
Strongest force on any atom (eV/Å): 3.5


(15)
Molecular formula: H3PS
Method: DFT, wB97M-V/def2-TZVPD

Geometry as XYZ:
```
5
H3PS (wB97M-V/def2-TZVPD)
P -0.824 -0.667 0.088
S 1.574 -0.257 0.018
H -1.154 0.606 -0.361
H -1.190 -0.049 1.380
H 1.595 0.367 -1.126
```

Properties
E_HOMO (eV): -9.24
Energy relative to the best compared isomer or geometry (same formula, charge and spin) (kcal per mole): 17.7
SMILES string: PS
Gap between HOMO and LUMO (Eh): 0.3314
Strongest force on any atom (eV/Å): 2.6


(16)
Molecular formula: H3PS
Method: DFT, wB97M-V/def2-TZVPD

Geometry as XYZ:
```
5
H3PS (wB97M-V/def2-TZVPD)
P -0.687 -0.426 0.021
S 1.540 -0.130 0.023
H -0.943 0.978 -0.504
H -0.460 -0.142 1.300
H 1.859 -0.232 -1.371
```

Properties
E_HOMO (eV): -9.06
Energy relative to the best compared isomer or geometry (same formula, charge and spin) (kcal per mole): 14.4
SMILES string: PS
Gap between HOMO and LUMO (Eh): 0.3458
Strongest force on any atom (eV/Å): 3.4


(17)
Molecular formula: H3PS2
Method: DFT, wB97M-V/def2-TZVPD

Geometry as XYZ:
```
6
H3PS2 (wB97M-V/def2-TZVPD)
S 1.920 -0.431 0.007
P -0.019 -0.437 0.007
S -0.875 1.457 -0.014
H -0.401 -1.413 -1.243
H -0.922 -1.082 0.820
H 0.297 1.906 0.424
```

Properties
E_HOMO (eV): -9.11
Energy relative to the best compared isomer or geometry (same formula, charge and spin) (kcal per mole): 17.6
SMILES string: S=[PH2]S
Gap between HOMO and LUMO (Eh): 0.3442
Strongest force on any atom (eV/Å): 4.0


(18)
Molecular formula: H3S3
Method: DFT, wB97M-V/def2-TZVPD

Geometry as XYZ:
```
6
H3S3 (wB97M-V/def2-TZVPD)
S -0.831 -0.629 2.001
S -0.009 -1.244 0.231
H -2.111 -0.653 1.633
H 0.695 0.320 -0.415
S 1.623 1.045 -1.274
H 0.633 1.160 -2.176
```

Properties
E_HOMO (alpha / beta) (eV): -9.08 / -9.49
<S²>: 0.756
2S+1: 2
Energy relative to the best compared isomer or geometry (same formula, charge and spin) (kcal per mole): 10.1
Gap between HOMO and LUMO (alpha / beta) (Eh): 0.3412 / 0.2554
Strongest force on any atom (eV/Å): 1.9